(1)
A cluster of 3 separate species, C4H11NO2 in total. Source: the Open Molecules 2025 dataset; level of theory: ωB97M-V with the def2-TZVPD basis set.

## Properties
LUMO energy = -0.0582 Eh
molar mass = 105.14 g/mol
energy above the lowest of the compared OMol25 structures with the same formula, charge and spin = 614.3 kJ/mol

Structure (ORCA input):
```
! wB97M-V def2-TZVPD RIJCOSX def2/J DEFGRID3
* xyz 0 1
C -0.7850 1.3892 -1.3627
N -0.3775 0.2413 -0.5671
C 0.6261 0.3690 0.2284
C 0.3996 0.0535 1.6547
C 0.9832 -1.2164 1.0161
O 2.1669 -1.4430 1.0654
H -0.0032 1.7290 -2.0550
H -1.0413 2.1910 -0.6932
H -1.6703 1.1643 -1.9275
H 2.0641 -0.8466 -1.7958
H 1.5066 0.9229 -0.0670
H 2.0142 -1.5914 -1.9071
H 1.0635 0.3875 2.4516
H -0.6959 -0.0115 1.8462
H 0.2794 -2.0232 0.8481
H -1.2218 -0.3482 -0.1464
H -2.8617 -0.9153 0.7434
O -2.4468 -0.0520 0.6680
*
```

(2)
A structure of composition C40H45BrN2OReS3Sb. Source: the Open Molecules 2025 dataset; level of theory: ωB97M-V with the def2-TZVPD basis set.

## Properties
LUMO energy (alpha / beta) = -0.3613 / -0.3507 Eh
<S²> = 0.76
molar mass = 1053.89 g/mol

Structure (ORCA input):
```
! wB97M-V def2-TZVPD RIJCOSX def2/J DEFGRID3
* xyz 3 2
Re 1.0904 0.5710 -0.3331
C 3.8601 2.9425 -1.5834
C 2.9115 3.6052 -0.6191
S 1.2118 3.0148 -0.7101
C 0.6746 3.2922 -2.4037
C 1.0205 2.2250 -3.4208
S 1.0500 0.5219 -2.7702
C 2.5813 -0.1100 -3.4787
C 3.8588 0.6127 -3.0891
S 3.8863 1.1434 -1.3671
H 4.8670 3.3209 -1.4080
H 3.5969 3.1652 -2.6152
H 2.8818 4.6850 -0.7712
H 3.1941 3.4295 0.4173
H 1.0473 4.2668 -2.7245
H -0.4012 3.3692 -2.3028
H 1.9830 2.3965 -3.9013
H 0.2521 2.2188 -4.1937
H 2.4287 -0.1043 -4.5582
H 2.5996 -1.1449 -3.1538
H 4.0624 1.4741 -3.7194
H 4.6873 -0.0789 -3.2213
Br 2.9875 0.7678 1.7179
C 3.4365 -1.0707 1.5901
C 4.3345 -1.5421 2.5027
C 4.7070 -2.8970 2.4526
C 4.1708 -3.6969 1.4850
C 3.2519 -3.1846 0.5385
C 2.7530 -4.0348 -0.4851
C 1.8907 -3.5725 -1.4439
C 1.4648 -2.2432 -1.3801
C 1.8689 -1.3327 -0.3858
C 2.8427 -1.8257 0.5787
H 4.7602 -0.8843 3.2529
H 5.4174 -3.2882 3.1735
H 4.4509 -4.7425 1.4228
H 3.0752 -5.0745 -0.4933
H 1.5265 -4.2272 -2.2309
H 0.7585 -1.9298 -2.1349
C -1.1485 3.4301 2.1794
N -0.7321 2.3494 3.0769
C -1.0617 2.5790 4.5050
C -1.2741 1.2748 5.2164
C -0.0805 0.3878 4.9618
N 0.1702 0.2561 3.5075
C 0.8619 -0.9720 3.1145
C -0.2015 1.2085 2.6340
O -0.0093 1.0263 1.3642
H -2.2329 3.4191 2.0361
H -0.6606 3.3514 1.2205
H -0.8720 4.3817 2.6359
H -1.9652 3.1817 4.5362
H -0.2623 3.1592 4.9656
H -2.1722 0.7958 4.8271
H -1.4111 1.4388 6.2857
H -0.2586 -0.6132 5.3470
H 0.8154 0.7732 5.4489
H 0.3415 -1.8348 3.5392
H 1.8822 -0.9782 3.4993
H 0.8936 -1.0812 2.0392
C -5.1241 -0.1286 2.4357
C -3.9570 -0.8133 2.7577
C -2.8816 -0.8005 1.8836
C -2.9795 -0.1095 0.6768
C -4.1568 0.5563 0.3374
C -5.2243 0.5520 1.2303
Sb -1.4843 -0.3889 -0.7730
C -2.1711 0.7446 -2.4083
C -2.5508 2.0587 -2.1298
C -2.9958 2.8852 -3.1575
C -3.0547 2.4037 -4.4617
C -2.6666 1.0984 -4.7423
C -2.2227 0.2668 -3.7188
C -1.6463 -2.4506 -1.0883
C -2.2299 -2.9848 -2.2348
C -2.3661 -4.3675 -2.3431
C -1.9355 -5.1934 -1.3114
C -1.3654 -4.6483 -0.1647
C -1.2111 -3.2747 -0.0530
H -5.9650 -0.1448 3.1173
H -3.8946 -1.3751 3.6851
H -1.9929 -1.3609 2.1316
H -4.2726 1.0519 -0.6138
H -6.1430 1.0642 0.9685
H -2.5231 2.4398 -1.1142
H -3.3105 3.8999 -2.9389
H -3.4167 3.0433 -5.2592
H -2.7228 0.7217 -5.7574
H -1.9188 -0.7432 -3.9580
H -2.6104 -2.3529 -3.0264
H -2.8232 -4.7944 -3.2290
H -2.0548 -6.2678 -1.3960
H -1.0448 -5.2966 0.6452
H -0.7470 -2.8619 0.8365
*
```

(3)
A structure of composition C17H19Cl3N2O7Sn. Source: the Open Molecules 2025 dataset; level of theory: ωB97M-V with the def2-TZVPD basis set.

## Properties
LUMO energy (alpha / beta) = 0.0834 / 0.0834 Eh
molar mass = 588.42 g/mol
energy above the lowest of the compared OMol25 structures with the same formula, charge and spin = 0.0 kJ/mol

Structure (ORCA input):
```
! wB97M-V def2-TZVPD RIJCOSX def2/J DEFGRID3
* xyz -2 1
C -0.6616 0.4731 -3.6763
C -1.4972 -0.6783 -3.5451
C -0.6561 -1.8144 -3.3376
C -2.9675 -0.7084 -3.6526
C 0.7063 -1.3727 -3.3800
C 0.7040 0.0477 -3.5652
C 1.9050 0.8990 -3.5753
C -1.1533 1.8361 -3.9428
C -1.1558 -3.1891 -3.1526
C 1.9118 -2.2003 -3.1980
Sn -0.4956 -0.2273 -0.3857
Cl -2.8542 0.1726 -0.1990
Cl 0.3252 1.9335 -0.7697
Cl 0.7346 -2.2746 -0.1674
H -3.4133 0.2334 -3.3252
H -3.3948 -1.4971 -3.0274
H -3.2892 -0.8924 -4.6860
H -1.9896 -3.2099 -2.4417
H -0.3709 -3.8387 -2.7583
H -1.5163 -3.6067 -4.1016
H 1.7443 -2.9685 -2.4380
H 2.7363 -1.5702 -2.8553
H 2.2114 -2.6761 -4.1405
H 2.6862 0.4271 -2.9691
H 1.7138 1.8816 -3.1336
H 2.2893 1.0226 -4.5972
H -1.9972 2.0792 -3.2893
H -1.4870 1.9395 -4.9849
H -0.3663 2.5682 -3.7494
O 2.6925 3.5942 -1.2049
H 3.4472 3.8271 -0.6353
O -1.2734 -1.3013 2.2376
C -0.4252 -0.4442 2.4435
O 0.2459 0.2300 1.5448
C -0.0704 0.0458 3.8173
C -0.1980 1.4120 4.0769
C -0.0198 1.8845 5.3864
C 0.4504 1.0329 6.3962
C 0.6531 -0.3179 6.0916
C 0.3969 -0.8224 4.8043
N 1.2207 -1.2451 7.0327
O 1.4862 -0.8968 8.1921
O 1.4366 -2.3961 6.6035
N -0.3235 3.2661 5.6218
O -0.7241 3.9320 4.6462
O -0.1803 3.7448 6.7542
H -0.5275 2.0823 3.2892
H 0.7444 1.4501 7.3656
H 0.5660 -1.8671 4.5811
*
```

(4)
An isolated molecule of C19H25N3O3S. Source: the Open Molecules 2025 dataset; level of theory: ωB97M-V with the def2-TZVPD basis set.

## Properties
SMILES = CC(C)CNS(=O)(=O)c1ccc(CCC(=O)NCc2cccnc2)cc1
LUMO energy = 0.0186 Eh
molar mass = 375.49 g/mol
energy above the lowest of the compared OMol25 structures with the same formula, charge and spin = 179.7 kJ/mol

Structure (ORCA input):
```
! wB97M-V def2-TZVPD RIJCOSX def2/J DEFGRID3
* xyz 0 1
C -0.2565 -2.3878 0.0753
H 0.7614 -2.7269 -0.1052
H -0.5900 -2.7978 1.0271
H -0.2669 -1.3022 0.1365
C -1.1790 -2.8505 -1.0491
C -1.2584 -4.3743 -1.0935
H -0.2673 -4.7999 -1.2293
H -1.8875 -4.7000 -1.9177
H -1.6750 -4.7632 -0.1663
C -2.5813 -2.2610 -0.8806
N -2.5351 -0.8089 -0.8518
S -2.1618 -0.0072 -2.2873
O -3.0587 1.1090 -2.3678
O -2.1028 -0.9390 -3.3769
C -0.5239 0.6040 -1.9262
C 0.5941 -0.0438 -2.4137
C 1.8498 0.4077 -2.0483
C 1.9910 1.5096 -1.2076
C 0.8511 2.1761 -0.7695
C -0.4069 1.7220 -1.1248
H -1.3015 2.2260 -0.7978
H 0.9476 3.0495 -0.1428
C 3.3549 1.9331 -0.7462
H 3.3164 2.9422 -0.3347
H 4.0492 1.9292 -1.5890
C 3.8940 0.9764 0.3335
C 3.0477 1.0549 1.5944
O 3.3266 1.7695 2.5325
N 1.9643 0.2423 1.5865
H 1.7102 -0.2392 0.7385
C 1.0010 0.2348 2.6712
C -0.1805 1.1214 2.3794
C -0.0284 2.5066 2.3740
N -1.0042 3.3481 2.0917
C -2.1978 2.8526 1.8101
C -2.4707 1.4937 1.8013
C -1.4389 0.6135 2.0856
H -1.6141 -0.4526 2.0881
H -3.4634 1.1345 1.5796
H -2.9659 3.5811 1.5868
H 0.9290 2.9507 2.6145
H 1.5328 0.6072 3.5518
H 0.6759 -0.7942 2.8460
H 3.9105 -0.0461 -0.0464
H 4.9086 1.2763 0.5973
H 2.7306 -0.0952 -2.4209
H 0.4673 -0.8835 -3.0781
H -3.3789 -0.3962 -0.4853
H -3.2134 -2.6127 -1.7056
H -3.0143 -2.6001 0.0646
H -0.7908 -2.4898 -2.0040
*
```

(5)
An isolated molecule of C5H10O2. Source: the Open Molecules 2025 dataset; level of theory: ωB97M-V with the def2-TZVPD basis set.

## Properties
SMILES = O[C@H]1CC[C@H](O)C1
LUMO energy = 0.0333 Eh
molar mass = 102.13 g/mol
energy above the lowest of the compared OMol25 structures with the same formula, charge and spin = 256.1 kJ/mol

Structure (ORCA input):
```
! wB97M-V def2-TZVPD RIJCOSX def2/J DEFGRID3
* xyz 0 1
C -1.0936 0.4902 -0.1879
C -0.6950 -0.9134 -0.5943
O -0.3499 -0.9747 -1.9716
C 0.4814 -1.2790 0.3555
C 1.0233 0.0107 0.9946
C 0.4596 1.0882 0.1088
O 0.3203 2.3660 0.6784
H -1.7389 0.4535 0.7260
H -0.5881 2.1037 0.4210
H -1.7313 0.9654 -0.9699
H -1.5086 -1.6315 -0.4999
H 0.3227 -0.3075 -2.1626
H 0.1443 -1.9697 1.1287
H 1.2416 -1.7913 -0.2357
H 2.1154 0.0439 1.0637
H 0.6297 0.1681 2.0081
H 0.9670 1.1775 -0.8631
*
```

(6)
A cluster of 9 separate species, C5H26NO10 in total. Source: the Open Molecules 2025 dataset; level of theory: ωB97M-V with the def2-TZVPD basis set.

## Properties
LUMO energy = 0.1070 Eh
molar mass = 260.26 g/mol
energy above the lowest of the compared OMol25 structures with the same formula, charge and spin = 534.8 kJ/mol

Structure (ORCA input):
```
! wB97M-V def2-TZVPD RIJCOSX def2/J DEFGRID3
* xyz -1 1
C 1.1167 1.1693 1.9004
C 1.0412 2.5509 1.2194
N 0.0641 2.7655 0.2738
C 0.5387 3.0815 -1.0726
C -1.2021 1.9150 0.3255
C -1.0917 0.4848 -0.4243
O -1.1386 0.6339 -1.8159
O 1.9994 3.3010 1.1598
H 0.5443 0.4741 1.1552
H 2.1635 0.9365 1.9911
H 0.5416 1.1472 2.9791
H 0.5114 2.1998 -1.6688
H 1.5583 3.3762 -0.8380
H -0.1167 3.8551 -1.4153
H -1.4190 1.6360 1.3831
H -2.1027 2.4248 0.0653
H -1.7780 -0.2846 -0.2576
H -0.0060 0.1360 0.0665
H -1.0300 -0.4795 2.8191
H -2.1512 0.0777 2.0892
O -1.7246 0.1439 2.9697
H 1.4169 -2.2646 0.0886
H 2.0351 -2.0646 1.3974
O 1.4505 -2.6829 1.0158
H 2.2383 -0.2244 -1.5897
H 1.5081 1.2064 -1.3958
O 2.3342 0.7401 -1.7412
H -1.5895 -2.2391 -0.1490
H -3.0934 -2.2823 0.5565
O -2.1611 -2.0346 0.7429
H 0.4672 -1.2599 -3.5935
H -1.2552 -3.0020 -1.7900
O -1.2366 -2.0631 -1.5778
H -0.8398 -1.5398 -3.2574
H -1.3120 -0.3814 -2.0424
O -0.1716 -1.7270 -3.8692
H -1.2991 -2.5693 2.4625
H 0.1225 -3.4507 2.3328
O -0.5695 -2.9017 2.9452
H 1.5013 -2.4253 -1.7712
H 0.1832 -1.8700 -1.4230
O 1.2598 -1.6219 -1.3045
*
```

(7)
A structure of composition C35H54BN5O2Sb2Ti. Source: the Open Molecules 2025 dataset; level of theory: ωB97M-V with the def2-TZVPD basis set.

## Properties
LUMO energy (alpha / beta) = -0.0952 / -0.0932 Eh
<S²> = 0.76
molar mass = 879.05 g/mol
energy above the lowest of the compared OMol25 structures with the same formula, charge and spin = 69.0 kJ/mol

Structure (ORCA input):
```
! wB97M-V def2-TZVPD RIJCOSX def2/J DEFGRID3
* xyz 1 2
Ti 0.5355 0.8853 0.4399
C -3.1830 -0.3893 -1.9010
N -2.8408 0.9662 -1.4912
C -4.0505 1.5953 -0.9703
C -2.2944 1.7221 -2.6199
C -0.7778 1.8863 -2.6462
N -0.1761 2.5994 -1.4884
C -1.0159 3.7631 -1.1600
C 1.1133 3.1598 -1.9448
H -4.0389 -0.3997 -2.5927
H -3.4392 -0.9928 -1.0291
H -2.3459 -0.8565 -2.4123
H -4.8506 1.6387 -1.7234
H -3.8579 2.6098 -0.6193
H -4.4243 1.0145 -0.1245
H -2.7634 2.7047 -2.6540
H -2.5654 1.2413 -3.5704
H -0.5606 2.4564 -3.5620
H -0.2746 0.9231 -2.7454
H -1.2340 4.3424 -2.0660
H -0.4837 4.4142 -0.4696
H -1.9489 3.4555 -0.7002
H 1.6585 3.5787 -1.0964
H 0.9417 3.9641 -2.6723
H 1.7181 2.3949 -2.4214
C -3.7206 -1.1033 2.9904
Sb -1.9613 -1.5882 1.8552
C -0.9211 -2.5461 3.4594
C -2.7796 -3.3847 0.9561
C -1.7416 -4.4394 0.7343
C -1.4898 -5.3538 1.7596
C -0.5357 -6.3460 1.6344
C 0.1855 -6.4514 0.4537
C -0.0667 -5.5659 -0.5776
C -1.0175 -4.5482 -0.4622
C -1.2352 -3.6390 -1.6291
Sb 0.0193 -1.8566 -1.6395
C -0.0056 -1.6635 -3.7794
C 1.8600 -2.9325 -1.4870
H -4.0693 -1.9794 3.5351
H -4.5192 -0.7605 2.3322
H -3.4922 -0.3116 3.7025
H -1.5819 -3.2129 4.0110
H -0.5440 -1.7812 4.1387
H -0.0793 -3.1149 3.0696
H -3.2910 -3.1012 0.0387
H -3.5354 -3.7431 1.6563
H -2.0735 -5.2889 2.6703
H -0.3674 -7.0421 2.4451
H 0.9269 -7.2295 0.3307
H 0.4755 -5.6671 -1.5103
H -2.2740 -3.3254 -1.7267
H -0.9719 -4.1609 -2.5500
H -0.0239 -2.6506 -4.2392
H 0.9027 -1.1435 -4.0757
H -0.8655 -1.0961 -4.1341
H 2.0281 -3.5313 -2.3820
H 1.8197 -3.5941 -0.6228
H 2.6919 -2.2427 -1.3613
C 1.4491 -0.7625 1.3963
H 1.0292 -0.7792 2.4135
H 2.5294 -0.6306 1.4940
H 1.2671 -1.7444 0.9573
N 0.1916 4.4927 1.8490
C -0.9392 3.7736 2.1143
C -1.9391 4.3659 2.9046
C -3.1372 3.7216 3.0751
C -3.3415 2.5014 2.4351
C -2.3090 1.9868 1.6905
N -1.1036 2.5674 1.5419
H 0.3874 5.2939 2.4238
H 0.9888 4.0148 1.4675
H -1.7549 5.3341 3.3498
H -3.9157 4.1691 3.6782
H -4.2783 1.9694 2.5063
H -2.4323 1.0618 1.1443
C 3.4254 3.0337 3.9142
C 2.2130 2.4331 4.2227
C 1.4457 1.9244 3.1943
N 1.8167 1.9794 1.9103
C 3.0024 2.5383 1.6190
C 3.8237 3.0844 2.5878
H 4.0507 3.4446 4.6944
H 1.8677 2.3559 5.2434
H 0.4907 1.4503 3.3955
H 3.2928 2.5269 0.5765
H 4.7656 3.5284 2.3003
O 3.6618 0.5208 -0.5944
B 2.3127 0.5205 -0.9851
O 2.2617 0.1776 -2.3526
C 3.5560 -0.0468 -2.7655
C 4.0182 -0.4244 -4.0059
C 5.3953 -0.5906 -4.1306
C 6.2506 -0.3856 -3.0528
C 5.7687 -0.0036 -1.8036
C 4.4059 0.1598 -1.6929
H 3.3473 -0.5819 -4.8390
H 5.8081 -0.8866 -5.0850
H 7.3137 -0.5283 -3.1880
H 6.4262 0.1520 -0.9600
*
```

(8)
A cluster of 10 separate species, C10H36N18O12 in total. Source: the Open Molecules 2025 dataset; level of theory: ωB97M-V with the def2-TZVPD basis set.

## Properties
LUMO energy = 0.1518 Eh
molar mass = 600.51 g/mol
energy above the lowest of the compared OMol25 structures with the same formula, charge and spin = 100.2 kJ/mol

Structure (ORCA input):
```
! wB97M-V def2-TZVPD RIJCOSX def2/J DEFGRID3
* xyz -2 1
C 0.5643 0.0875 -0.2107
O 1.4283 -0.7991 -0.6335
O 0.9687 1.3090 -0.2120
O -0.5938 -0.3004 0.1557
C -3.0830 2.3862 -0.3194
O -3.8644 3.3137 -0.5480
N -2.7382 2.0204 0.9256
N -2.4010 1.7231 -1.3163
H -2.1086 1.2298 1.0030
H -3.1021 2.5075 1.7197
H -2.5076 1.9169 -2.2919
H -1.8896 0.9011 -1.0210
C -1.8436 -3.4138 2.5140
O -2.3262 -4.4636 2.9489
N -2.0247 -2.9197 1.2778
N -0.9015 -2.6877 3.1601
H -2.6477 -3.3853 0.6360
H -1.6118 -2.0579 0.9526
H -0.9050 -2.8133 4.1598
H -0.2948 -1.9933 2.7737
C -0.3669 4.7602 0.0369
O -0.8281 5.8872 -0.1313
N -0.2662 4.0252 1.1697
N -0.1360 3.9099 -1.0156
H -0.5249 4.3979 2.0645
H 0.3233 3.2177 1.0458
H 0.0223 2.9407 -0.8081
H -0.2493 4.1930 -1.9702
C 1.0181 0.8140 3.6102
O 1.3303 0.8286 4.7988
N 1.8671 1.1681 2.5849
N -0.2474 0.5275 3.1960
H 2.7438 1.5878 2.8328
H 1.5280 1.0861 1.6236
H -0.8999 0.8224 3.9043
H -0.4108 0.5546 2.2032
C 2.5408 0.2634 -3.8422
O 2.6844 0.3506 -5.0642
N 3.1206 -0.6610 -3.0509
N 1.8268 1.1671 -3.1207
H 3.6620 -1.3959 -3.4649
H 2.8058 -0.7113 -2.0901
H 1.7307 1.1435 -2.1117
H 1.3533 1.8882 -3.6324
C -4.7511 -1.7401 -0.8668
O -4.3620 -2.9041 -0.6906
N -5.9914 -1.3264 -1.2049
N -3.9487 -0.7017 -0.4963
H -6.6888 -2.0448 -1.2944
H -6.1524 -0.3726 -1.4561
H -3.0170 -0.9949 -0.2521
H -4.1465 0.2213 -0.8368
C 4.4526 2.2019 0.2175
O 5.3972 2.8740 0.6692
N 4.2726 0.8603 0.3216
N 3.3626 2.8212 -0.2724
H 3.3304 0.4960 0.2974
H 4.9126 0.3567 0.9136
H 3.3844 3.8141 -0.4167
H 2.4658 2.3527 -0.3476
C 2.8582 -3.2319 1.6873
O 3.2355 -4.2902 2.2157
N 1.9921 -2.4191 2.3258
N 3.2141 -2.8433 0.4425
H 1.6636 -1.7343 1.6511
H 1.5590 -2.5898 3.2086
H 4.0460 -3.1679 -0.0132
H 2.7044 -2.1916 -0.1439
C -1.1019 -2.4405 -2.9846
O -1.6501 -2.8048 -4.0174
N 0.2424 -2.1052 -2.9176
N -1.5824 -2.6370 -1.7108
H 0.6275 -2.0609 -3.8470
H 0.5050 -1.5283 -2.1256
H -1.0261 -2.3093 -0.9422
H -2.5532 -2.8865 -1.5555
*
```

Let's list max |F| in order: 0.0876; 0.0222; 0.0537; 0.0165; 0.0711; 0.1971; 0.0126; 0.0591 Eh/bohr.